{
  "formula": "H26O13",
  "method": "ωB97M-V/def2-TZVPD",
  "species": ["H", "H", "H", "H", "H", "H", "H", "H", "H", "H", "H", "H", "H", "H", "H", "H", "H", "H", "H", "H", "H", "H", "H", "H", "H", "H", "O", "O", "O", "O", "O", "O", "O", "O", "O", "O", "O", "O", "O"],
  "xyz": [[0.484, 0.848, -0.951], [-0.654, 0.072, -0.307], [0.427, -2.258, -0.429], [-0.920, -2.267, -1.133], [-3.935, -2.741, 0.676], [-2.785, -3.576, 0.139], [2.095, 4.252, -0.545], [1.317, 5.303, 0.229], [-1.408, 1.764, -2.802], [-2.636, 1.076, -2.229], [0.711, 1.726, -5.876], [0.679, 2.691, -4.702], [1.142, 0.330, 4.207], [1.638, -0.028, 2.816], [3.735, -0.566, -2.185], [4.986, 0.276, -2.375], [2.070, -4.706, -0.083], [1.388, -3.602, 0.709], [-1.828, -0.534, 3.226], [-2.499, -0.024, 1.961], [-1.297, 3.011, 3.992], [-1.987, 1.924, 3.184], [-4.130, -0.579, 0.424], [-3.946, 0.927, 0.342], [3.914, -2.058, 0.422], [3.695, -2.349, 1.898], [-0.475, 0.845, -0.854], [-0.229, -2.855, -0.807], [-3.171, -2.694, 0.091], [2.032, 5.204, -0.410], [-2.314, 1.936, -2.522], [1.185, 2.473, -5.493], [0.864, 0.305, 3.284], [4.697, -0.624, -2.185], [1.530, -4.555, 0.701], [-1.708, 0.089, 2.500], [-1.561, 2.784, 3.093], [-4.335, 0.238, 0.892], [3.232, -2.059, 1.103]],
  "lowdin_charge": [0.0447, 0.0261, 0.0220, 0.0260, 0.0429, 0.0489, 0.0244, 0.0370, 0.0105, 0.0202, 0.0342, 0.0235, 0.0390, 0.0241, 0.0268, 0.0399, 0.0382, -0.0154, 0.0555, 0.0056, 0.0268, -0.0105, 0.0099, 0.0523, 0.0371, 0.0510, -0.0389, -0.0495, -0.0557, -0.0614, -0.0693, -0.0574, -0.0524, -0.0577, -0.0663, -0.0674, -0.0752, -0.0373, -0.0521],
  "multiplicity": 1,
  "energy_ha": -993.6539,
  "gap_ev": 10.008,
  "largest_force_ha_per_bohr": 0.0129,
  "total_charge": 0,
  "e_lumo_ev": -0.50,
  "de_lowest_kcal_mol": 74.88
}


{
  "formula": "C32H37N6O2",
  "method": "ωB97M-V/def2-TZVPD",
  "species": ["C", "C", "N", "C", "C", "N", "C", "C", "H", "H", "H", "H", "H", "H", "H", "H", "H", "H", "H", "N", "C", "C", "C", "C", "C", "H", "H", "H", "H", "H", "N", "C", "C", "C", "C", "C", "H", "H", "H", "H", "H", "N", "C", "C", "C", "C", "C", "H", "H", "H", "H", "H", "N", "C", "C", "C", "C", "C", "H", "H", "H", "H", "H", "C", "C", "C", "C", "C", "C", "O", "O", "H", "H", "H", "H", "H", "H"],
  "xyz": [[28.863, 3.198, 1.345], [29.329, 4.232, 2.400], [30.665, 4.745, 2.045], [31.034, 5.575, 0.948], [32.363, 5.817, 0.985], [32.847, 5.046, 2.003], [31.882, 4.523, 2.615], [34.240, 5.165, 2.601], [29.641, 2.390, 1.555], [28.949, 3.908, 0.383], [27.869, 2.642, 1.524], [29.387, 4.075, 3.485], [28.661, 5.049, 2.383], [30.091, 5.768, 0.268], [33.015, 6.525, 0.336], [31.972, 3.823, 3.522], [34.516, 4.555, 3.589], [34.296, 6.224, 3.121], [35.109, 5.100, 1.820], [28.628, 7.927, 4.749], [29.502, 8.019, 3.731], [29.578, 9.137, 2.913], [28.751, 10.255, 3.144], [27.747, 10.122, 4.209], [27.699, 9.005, 4.992], [30.270, 7.174, 3.697], [30.147, 9.295, 1.868], [28.922, 11.258, 2.799], [26.837, 10.861, 4.255], [27.021, 8.857, 5.578], [27.696, 7.166, -0.411], [27.391, 7.502, -1.702], [26.448, 8.598, -1.855], [25.962, 9.358, -0.831], [26.356, 8.991, 0.399], [27.148, 7.818, 0.640], [27.871, 6.977, -2.556], [26.380, 8.689, -3.060], [25.414, 10.095, -0.896], [26.013, 9.454, 1.392], [27.291, 7.461, 1.613], [30.722, 1.218, 3.495], [30.918, 1.561, 4.834], [32.095, 1.174, 5.416], [33.155, 0.502, 4.729], [32.835, 0.122, 3.323], [31.713, 0.690, 2.703], [30.162, 2.118, 5.182], [32.249, 1.485, 6.321], [33.988, 0.195, 5.178], [33.624, -0.201, 2.773], [31.539, 0.718, 1.722], [25.220, 5.960, 3.177], [25.831, 5.630, 4.344], [26.342, 4.328, 4.631], [26.284, 3.364, 3.661], [25.466, 3.630, 2.542], [24.983, 4.954, 2.259], [25.929, 6.256, 4.965], [26.778, 4.045, 5.532], [26.517, 2.376, 3.921], [25.612, 2.884, 1.710], [24.351, 5.366, 1.237], [30.901, 3.330, 8.543], [32.224, 3.877, 7.937], [32.029, 4.653, 6.746], [30.763, 4.857, 6.268], [29.574, 4.333, 6.841], [29.638, 3.614, 8.012], [28.467, 3.136, 8.516], [33.120, 5.124, 6.088], [31.220, 2.785, 9.483], [33.180, 3.749, 8.338], [30.220, 5.363, 5.494], [28.448, 4.589, 6.321], [28.553, 2.444, 9.310], [33.814, 4.753, 6.352]],
  "lowdin_charge": [-0.0391, -0.2070, -0.0140, -0.0094, -0.0411, -0.0973, -0.0954, 0.0085, 0.0593, 0.1174, 0.0828, 0.1093, 0.0876, 0.1546, 0.1759, 0.1822, 0.1235, 0.1251, 0.1221, 0.0705, -0.2037, -0.1098, -0.0601, -0.0601, -0.0801, 0.1031, 0.1480, 0.0962, 0.1424, 0.0009, 0.0160, -0.1206, -0.0595, -0.0904, -0.0558, -0.1348, 0.1056, 0.1477, 0.0279, 0.1323, 0.0583, 0.0541, -0.0961, -0.0555, 0.0351, -0.0059, -0.1197, 0.0528, 0.0269, 0.0531, 0.0567, 0.0561, 0.0525, -0.0885, -0.0509, -0.1133, -0.0850, -0.1218, -0.0148, 0.0594, 0.0980, 0.1051, 0.1715, 0.0283, 0.0504, -0.3254, -0.0421, -0.0323, -0.3878, 0.0046, 0.1033, 0.1203, 0.0837, 0.0773, 0.1684, 0.1886, -0.0264],
  "multiplicity": 1,
  "energy_ha": -1719.9092,
  "gap_ev": 8.776,
  "largest_force_ha_per_bohr": 0.2651,
  "total_charge": 1,
  "e_lumo_ev": -2.02,
  "de_lowest_kcal_mol": 312.14
}


{
  "formula": "C4H5N3S",
  "method": "ωB97M-V/def2-TZVPD",
  "species": ["C", "C", "C", "C", "N", "N", "N", "S", "H", "H", "H", "H", "H"],
  "xyz": [[1.548, 0.364, 1.571], [0.671, -0.423, 0.988], [-1.036, 0.343, -0.782], [-0.675, -1.129, -1.195], [1.362, 1.710, 1.307], [0.503, 1.880, 0.399], [0.010, 0.809, -0.041], [-0.019, -1.921, 0.388], [2.285, 0.148, 2.427], [-1.253, 1.045, -1.736], [-1.991, 0.203, -0.084], [-1.650, -1.746, -1.379], [0.244, -1.282, -1.862]],
  "lowdin_charge": [-0.2113, -0.4331, -0.2814, -0.4025, 0.0035, -0.0803, -0.1493, 0.9078, 0.1302, 0.1743, 0.1493, 0.1016, 0.0912],
  "multiplicity": 3,
  "energy_ha": -717.6029,
  "gap_ev": [5.567, 6.867],
  "largest_force_ha_per_bohr": 0.1431,
  "total_charge": 0,
  "e_lumo_ev": [0.50, -2.48],
  "de_lowest_kcal_mol": 61.13
}